A molecular structure, C28H24O8P2ReSi. Source: OMol25; level of theory: the ωB97M-V functional and the def2-TZVPD basis.

The value obtained for the electronic energy is -2734.12442 hartree. The HOMO energy (spin up / spin down) is -8.1 / -8.2 eV. The max |F| comes out at 0.88 eV Å⁻¹. The multiplicity is 2. The energy above the lowest of the compared OMol25 structures with the same formula, charge and spin comes out at 46.4 kJ/mol. For the gap between HOMO and LUMO (spin up / spin down), the calculation gives 7.4 / 7.1 eV.

Geometry (Å):
Re  -1.071  -0.812  1.033
O  0.653  -3.832  2.798
P  -0.827  -3.633  2.250
O  -1.782  -4.619  2.727
O  -1.096  -2.104  2.489
O  -0.538  -3.707  0.619
P  -1.482  -2.931  -0.400
O  -1.492  -3.839  -1.687
O  -2.811  -2.657  0.182
O  -0.747  -1.596  -0.776
H  0.722  -4.675  3.265
H  -0.630  -3.887  -2.124
C  -6.427  1.090  -0.331
C  -5.569  0.138  -0.915
C  -4.302  -0.048  -0.433
C  -3.830  0.716  0.657
C  -2.500  0.589  1.174
C  -2.067  1.444  2.173
C  -2.947  2.367  2.779
C  -4.224  2.478  2.317
C  -4.689  1.683  1.236
C  -5.996  1.845  0.723
H  -7.428  1.221  -0.721
H  -5.918  -0.458  -1.748
H  -3.657  -0.795  -0.870
H  -1.032  1.425  2.505
H  -2.593  2.997  3.584
H  -4.905  3.197  2.757
H  -6.646  2.584  1.176
O  0.510  0.203  0.966
Si  1.755  0.363  -0.129
C  2.337  -1.357  -0.579
C  2.496  -1.763  -1.905
C  2.824  -3.075  -2.216
C  3.002  -4.008  -1.201
C  2.856  -3.620  0.124
C  2.528  -2.307  0.427
C  1.124  1.283  -1.623
C  2.034  1.778  -2.562
C  1.600  2.427  -3.708
C  0.241  2.601  -3.932
C  -0.678  2.129  -3.007
C  -0.236  1.477  -1.864
C  3.104  1.353  0.688
C  4.242  0.737  1.213
C  5.227  1.480  1.851
C  5.089  2.855  1.969
C  3.968  3.487  1.447
C  2.986  2.740  0.813
H  2.339  -1.054  -2.710
H  2.941  -3.371  -3.252
H  3.254  -5.033  -1.442
H  2.975  -4.343  0.921
H  2.398  -2.032  1.470
H  3.101  1.664  -2.392
H  2.321  2.803  -4.423
H  -0.100  3.110  -4.825
H  -1.739  2.269  -3.171
H  -0.976  1.129  -1.152
H  4.371  -0.335  1.114
H  6.104  0.986  2.250
H  5.857  3.436  2.463
H  3.861  4.561  1.532
H  2.118  3.246  0.402

Atomic partial charges in e from the Mulliken method, atoms 1 to 2: Re 1.5942; O -0.4335